No. 1
A structure of composition C30H45CrO18. Source: the Open Molecules 2025 dataset; level of theory: ωB97M-V/def2-TZVPD.

As for the frontier orbital gap (alpha / beta): 7.8 / 9.6 eV. The calculation puts the HOMO energy (alpha / beta) at -9.5 / -9.8 eV.

ORCA input file:
```
! RIJCOSX wB97M-V def2-TZVPD def2/J DEFGRID3
* xyz 0 4
Cr -18.7977 4.4300 -24.8757
C -21.8741 7.0475 -25.1560
C -20.7937 6.0280 -24.9719
O -19.8477 6.2018 -24.1556
O -20.6872 4.9558 -25.6274
H -21.4551 8.0507 -25.1506
H -22.4984 6.9359 -24.2659
H -22.4622 6.9057 -26.0569
C -17.4044 0.9406 -26.6184
C -17.8435 2.1916 -25.9361
O -18.6101 3.0280 -26.5098
O -17.4486 2.5588 -24.8059
H -17.0614 0.2885 -25.8096
H -16.5270 1.1481 -27.2294
H -18.2017 0.4472 -27.1613
C -16.0617 7.1449 -26.2535
C -17.1131 6.1664 -25.7874
O -18.0264 5.7690 -26.5420
O -16.9807 5.5913 -24.6673
H -16.6196 7.9004 -26.8129
H -15.3280 6.6333 -26.8751
H -15.5022 7.6511 -25.4697
O -16.4658 2.2656 -29.6118
C -17.2241 3.1991 -29.6002
O -18.5388 3.0564 -29.6687
C -19.2304 4.3060 -29.7360
C -18.1391 5.3466 -30.0440
C -16.8769 4.6755 -29.5315
H -19.7055 4.4917 -28.7715
H -19.9905 4.2906 -30.5135
H -18.2905 6.3195 -29.5768
H -18.0987 5.5336 -31.1181
H -16.6697 4.8631 -28.4768
H -16.0173 4.8310 -30.1811
O -11.0113 5.2330 -27.3227
C -11.9472 4.8954 -26.6640
O -12.6234 3.7582 -26.8979
C -13.7810 3.6434 -26.0831
C -13.4939 4.5984 -24.9185
C -12.6280 5.6766 -25.5457
H -13.9038 2.6037 -25.7808
H -14.7203 3.8904 -26.5915
H -12.9916 4.0569 -24.1151
H -14.4238 4.9650 -24.4746
H -11.8301 6.0564 -24.9116
H -13.2344 6.4760 -25.9712
O -13.6990 4.9166 -20.6148
C -13.5318 5.9891 -21.1293
O -12.3154 6.3920 -21.5404
C -12.3721 7.6727 -22.1889
C -13.8407 7.8146 -22.5625
C -14.5886 7.0097 -21.4764
H -11.7342 7.7369 -23.0692
H -11.9634 8.3680 -21.4506
H -14.0429 7.2857 -23.4942
H -14.2261 8.8307 -22.6283
H -15.4681 6.5397 -21.9024
H -14.8027 7.5481 -20.5517
O -10.7053 5.9789 -31.5473
C -11.5180 6.5643 -30.8985
O -12.6439 5.9763 -30.4231
C -13.4164 6.9195 -29.6567
C -12.4546 8.0329 -29.2624
C -11.4833 8.0039 -30.4333
H -13.9350 6.3368 -28.8927
H -14.2400 7.2669 -30.2927
H -11.9336 7.7829 -28.3383
H -12.9862 8.9783 -29.1698
H -10.4823 8.2580 -30.0913
H -11.8021 8.6820 -31.2250
O -21.5661 11.0794 -28.7770
C -20.7383 10.5791 -28.0848
O -20.2325 9.3433 -28.3922
C -19.1669 8.9722 -27.4788
C -18.7706 10.3075 -26.8335
C -20.0905 11.0542 -26.8056
H -18.4184 8.5428 -28.1374
H -19.5538 8.2900 -26.7226
H -17.9980 10.8133 -27.4120
H -18.3880 10.1795 -25.8186
H -20.0386 12.1379 -26.7785
H -20.7186 10.6987 -25.9853
O -18.4437 4.3672 -22.7475
C -18.3232 4.0180 -21.6049
O -18.7792 2.8495 -21.1789
C -18.5239 2.6986 -19.7673
C -17.3423 3.6059 -19.4948
C -17.6012 4.7424 -20.4945
H -18.3087 1.6440 -19.5962
H -19.4481 2.9145 -19.2276
H -16.3974 3.0941 -19.6585
H -17.3493 3.9658 -18.4663
H -16.6612 5.1691 -20.8287
H -18.2631 5.5123 -20.0973
*
```



No. 2
A structure of composition C30H45FeNO3P2S. Source: the Open Molecules 2025 dataset; level of theory: ωB97M-V/def2-TZVPD.

As for the frontier orbital gap (alpha / beta): 6.4 / 4.1 eV. The calculation puts the HOMO energy (alpha / beta) at -9.3 / -10.7 eV.

ORCA input file:
```
! RIJCOSX wB97M-V def2-TZVPD def2/J DEFGRID3
* xyz 1 6
Fe 0.5979 0.3024 0.1253
C 0.4785 1.2668 1.9346
C 1.2680 1.9884 0.9547
C -0.8950 1.7024 0.0931
C -0.8365 1.0526 1.3931
C 0.4022 2.2692 -0.1841
C 0.8704 1.0340 3.3570
H 1.9461 0.8424 3.4526
H 0.3176 0.1855 3.7809
H 0.6249 1.9271 3.9563
C -2.0045 0.4898 2.1289
H -1.6896 0.1004 3.1056
H -2.4608 -0.3228 1.5325
H -2.7719 1.2658 2.2862
C -2.1273 1.9057 -0.7101
H -2.9096 2.4068 -0.1203
H -2.5225 0.9140 -1.0102
H -1.9164 2.5012 -1.6062
C 0.7161 3.1917 -1.3099
H 0.3503 4.2048 -1.0768
H 0.2239 2.8659 -2.2349
H 1.7960 3.2546 -1.4796
C 2.6278 2.5685 1.1752
H 2.5478 3.6039 1.5512
H 3.2028 2.5867 0.2381
H 3.1824 1.9742 1.9141
C 0.2170 -1.6680 0.5154
C 1.4073 -1.2790 1.1812
C 2.7913 -1.4365 0.6183
C 2.9420 -0.9917 -0.8597
C 1.9755 0.0807 -1.2966
C 0.6722 -0.1730 -1.8467
C 0.0895 -1.5425 -2.0299
C 0.2075 -2.4470 -0.7755
H 3.1443 -2.4783 0.7132
H 2.8976 -1.8699 -1.5249
H 3.4804 -0.8397 1.2385
H 1.0897 -3.1001 -0.8673
H -0.6885 -1.8049 1.1201
H 1.3803 -1.2133 2.2779
H -0.6829 -3.0871 -0.7646
H -0.9847 -1.4137 -2.2312
H 0.2305 0.5828 -2.5067
H 0.5107 -2.0741 -2.9010
H 3.9582 -0.5877 -0.9772
H 2.4578 1.0122 -1.6123
P 4.4950 -3.6113 -2.7415
C 4.1296 -5.3828 -2.3811
C 6.3153 -3.7384 -2.4482
P 4.3782 -2.1859 -5.3769
C 4.5630 -3.8582 -4.5801
C 6.1455 -1.9424 -5.8561
C 3.8866 -2.8393 -7.0289
H 3.1390 -5.6244 -2.7816
H 4.1257 -5.5233 -1.2949
H 4.8887 -6.0245 -2.8463
H 6.6979 -4.6648 -2.8950
H 6.4714 -3.7646 -1.3636
H 6.8448 -2.8726 -2.8597
H 4.6501 -3.5231 -7.4201
H 3.7763 -1.9778 -7.6962
H 2.9263 -3.3572 -6.9429
H 3.7220 -4.5000 -4.9004
H 5.5276 -4.3198 -4.8632
H 6.1674 -1.0729 -6.5236
H 6.5191 -2.8231 -6.3933
H 6.7701 -1.7309 -4.9827
O -5.4754 -4.7654 -0.4878
S -5.3539 -3.6319 -1.3718
O -5.9222 -3.7325 -2.6940
N -3.8462 -2.9980 -1.3660
C -3.7299 -1.7621 -0.8478
O -2.6617 -1.1029 -0.7639
C -5.0526 -1.2668 -0.3564
C -5.3573 -0.0596 0.2909
C -6.6853 0.1897 0.6698
C -7.6863 -0.7596 0.4190
C -7.3752 -1.9765 -0.2215
C -6.0435 -2.1915 -0.5781
H -4.5471 0.6433 0.4767
H -6.9339 1.1266 1.1734
H -8.7186 -0.5554 0.7164
H -8.1207 -2.7394 -0.4327
*
```



No. 3
A structure of composition C30H45N5O2PdS. Source: the Open Molecules 2025 dataset; level of theory: ωB97M-V/def2-TZVPD.

As for the frontier orbital gap (alpha / beta): 4.7 / 4.7 eV. The calculation puts the HOMO energy (alpha / beta) at -13.6 / -13.6 eV.

ORCA input file:
```
! RIJCOSX wB97M-V def2-TZVPD def2/J DEFGRID3
* xyz 2 1
Pd -0.2695 -0.3802 0.9128
C 1.4475 4.4862 3.5437
C 2.2714 3.9036 2.4018
N 1.5319 3.8703 1.1223
C 1.5467 5.1297 0.3347
C 2.5798 5.1014 -0.7803
C 0.8331 2.8242 0.6955
S 0.7776 1.4765 1.8321
N 0.2364 2.9424 -0.4820
C -0.5692 2.0598 -1.0591
O -0.9371 0.9243 -0.6219
C -1.0712 2.4256 -2.4183
C -1.7956 1.4933 -3.1606
C -2.2522 1.8134 -4.4301
C -1.9919 3.0722 -4.9631
C -1.2730 4.0054 -4.2258
C -0.8108 3.6827 -2.9590
H 2.0501 4.5272 4.4538
H 0.5661 3.8704 3.7421
H 1.1142 5.5012 3.3146
H 2.6029 2.8979 2.6438
H 3.1658 4.4968 2.2237
H 1.7695 5.9226 1.0422
H 0.5541 5.3043 -0.0588
H 3.5757 4.8719 -0.3897
H 2.6288 6.0782 -1.2676
H 2.3077 4.3548 -1.5301
H -1.9994 0.5194 -2.7337
H -2.8177 1.0887 -5.0030
H -2.3553 3.3274 -5.9510
H -1.0760 4.9870 -4.6382
H -0.2533 4.4056 -2.3762
C -3.9520 -1.1065 3.9497
N -4.0653 -1.9040 2.7241
C -5.2676 -2.7350 2.6093
C -5.0364 -3.8580 1.6310
C -4.5773 -3.2887 0.3113
N -3.4624 -2.3455 0.5094
C -2.7187 -1.9335 -0.6675
C -3.2491 -1.6747 1.6740
O -2.3164 -0.8321 1.7563
H -3.9842 -1.7675 4.8151
H -4.7799 -0.4001 4.0236
H -3.0240 -0.5564 3.9514
H -6.1223 -2.1249 2.3031
H -5.4903 -3.1288 3.5985
H -5.9547 -4.4246 1.4859
H -4.2811 -4.5397 2.0279
H -5.4027 -2.7907 -0.2009
H -4.2248 -4.0873 -0.3382
H -3.0379 -2.5513 -1.5015
H -1.6516 -2.0956 -0.5476
H -2.8621 -0.8863 -0.9152
C 4.8401 -3.0203 -2.8434
C 3.8055 -2.1177 -2.2012
C 3.4910 -0.8407 -2.7642
C 2.5259 0.0653 -2.2711
C 2.2404 1.3944 -2.9358
C 1.8563 -0.3240 -1.1569
C 2.1284 -1.6086 -0.4885
C 3.1412 -2.4980 -1.0850
N 1.3887 -1.8180 0.5493
C 1.4270 -2.9115 1.5586
C 2.5511 -3.9437 1.5622
C 1.4638 -2.1850 2.9135
C 0.0734 -3.6429 1.4059
H 5.2845 -2.5609 -3.7241
H 4.3908 -3.9665 -3.1498
H 5.6447 -3.2488 -2.1422
H 4.0435 -0.5436 -3.6580
H 2.8730 1.5525 -3.8095
H 2.4103 2.2178 -2.2378
H 1.1960 1.4482 -3.2560
H 1.1174 0.3267 -0.7186
H 3.3380 -3.4697 -0.6834
H 3.5450 -3.4831 1.5748
H 2.4686 -4.6572 0.7403
H 2.4559 -4.5211 2.4812
H 2.4273 -1.7010 3.0781
H 1.3026 -2.9357 3.6891
H 0.6851 -1.4462 3.0070
H -0.0347 -4.0719 0.4070
H -0.7724 -2.9893 1.6095
H 0.0648 -4.4529 2.1348
*
```



No. 4
A structure of composition C30H45O7PdS4Se. Source: the Open Molecules 2025 dataset; level of theory: ωB97M-V/def2-TZVPD.

As for the frontier orbital gap (alpha / beta): 6.9 / 4.7 eV. The calculation puts the HOMO energy (alpha / beta) at -4.9 / -4.9 eV.

ORCA input file:
```
! RIJCOSX wB97M-V def2-TZVPD def2/J DEFGRID3
* xyz -1 5
Pd 1.2640 0.8295 -2.6661
C -1.1255 -4.9818 2.2917
C -1.4986 -4.8747 0.8040
C -2.9906 -4.5354 0.7303
C -1.2396 -6.2162 0.1022
C -0.6450 -3.7962 0.1542
C -1.1700 -2.7949 -0.6593
C -0.3671 -1.7542 -1.0730
Se -1.0753 -0.3255 -2.1790
C -1.4337 0.9204 -0.7457
C -2.5089 0.6643 0.0878
C -2.7886 1.5013 1.1531
C -1.9730 2.6261 1.3140
C -0.8972 2.9125 0.5052
C -0.5772 2.0286 -0.5755
O 0.4253 2.2587 -1.3413
C -0.0051 4.1262 0.7201
C -0.4560 4.9868 1.9047
C 1.4248 3.6414 1.0019
C -0.0547 4.9945 -0.5423
C -3.9197 1.2580 2.1391
C -3.3441 1.2164 3.5627
C -4.6560 -0.0572 1.8808
C -4.9375 2.3986 2.0074
C 0.9967 -1.6057 -0.6690
O 1.5862 -0.4940 -0.7908
C 1.5775 -2.7795 -0.0817
C 0.7382 -3.7895 0.3431
C 3.0813 -2.9822 0.0058
C 3.4001 -4.2155 -0.8565
C 3.8828 -1.8137 -0.5642
C 3.5074 -3.2201 1.4615
H -1.7509 -5.7201 2.7907
H -0.0900 -5.2789 2.4276
H -1.2697 -4.0204 2.7803
H -3.5616 -5.2581 1.3102
H -3.1713 -3.5457 1.1440
H -3.3554 -4.5623 -0.2924
H -1.8518 -7.0018 0.5432
H -1.4779 -6.1377 -0.9570
H -0.1929 -6.4991 0.1941
H -2.2018 -2.7951 -0.9718
H -3.1068 -0.2085 -0.1253
H -2.1957 3.3009 2.1257
H -0.4309 4.4137 2.8292
H 0.2217 5.8307 2.0178
H -1.4578 5.3779 1.7386
H 1.4426 3.1063 1.9492
H 1.7665 2.9680 0.2214
H 2.1074 4.4866 1.0686
H -1.0720 5.3380 -0.7237
H 0.5949 5.8612 -0.4329
H 0.2565 4.4156 -1.4041
H -2.6112 0.4161 3.6456
H -2.8514 2.1507 3.8162
H -4.1362 1.0404 4.2884
H -3.9849 -0.9082 1.9594
H -5.4455 -0.1773 2.6203
H -5.1147 -0.0569 0.8959
H -4.4755 3.3589 2.2138
H -5.3325 2.4207 0.9943
H -5.7659 2.2579 2.6992
H 1.1834 -4.6368 0.8462
H 3.0964 -4.0210 -1.8840
H 4.4685 -4.4227 -0.8402
H 2.8717 -5.0978 -0.5027
H 3.5683 -1.6154 -1.5862
H 3.7418 -0.9053 0.0138
H 4.9412 -2.0715 -0.5752
H 3.0135 -4.0899 1.8891
H 4.5825 -3.3812 1.5097
H 3.2573 -2.3488 2.0623
O 3.5797 1.5656 -1.2217
H 3.9944 1.0953 -1.9569
H 3.0815 2.2933 -1.6195
O 3.0894 1.2410 -4.0138
S 2.5716 -0.0117 -4.5857
O 2.3586 -1.0001 -3.5209
O 3.3411 -0.4962 -5.6973
S 0.6725 0.4041 -5.2189
C 3.2263 4.7466 -2.3176
O 2.3392 3.7950 -2.8850
C 1.4084 4.2623 -3.7127
S 1.2532 5.8661 -4.1078
S 0.3001 3.1711 -4.3575
H 3.7864 4.2372 -1.5367
H 2.6631 5.5807 -1.8919
H 3.9038 5.1396 -3.0808
*
```



No. 5
A structure of composition C30H46AlB4BrF7IMgN4O23PS2. Source: the Open Molecules 2025 dataset; level of theory: ωB97M-V/def2-TZVPD.

As for the frontier orbital gap: 1.9 eV. The calculation puts the HOMO energy at -6.1 eV.

ORCA input file:
```
! RIJCOSX wB97M-V def2-TZVPD def2/J DEFGRID3
* xyz -1 1
C -4.1663 4.1493 -2.6626
C -3.6799 3.5291 -1.3088
P -1.8409 3.1694 -1.4394
C -0.8473 4.5128 -0.6796
C -1.6575 5.6794 -0.1095
C -1.3184 1.4994 -0.6539
B -1.4819 1.8005 0.9443
N -2.7175 2.3552 1.5246
O -0.4667 1.5915 1.8097
N -2.2238 0.3249 -0.9793
C -2.5647 0.0683 -2.4475
C -4.0619 -0.1341 -2.6844
C -4.6563 -1.2775 -1.8681
I -4.1877 -0.7548 -4.7628
C -1.7003 -0.9645 -0.4041
C -0.1711 -1.1479 -0.5214
C 0.2488 -2.0873 0.6430
C 0.3459 -1.4449 2.0104
C 0.6646 -2.5939 3.0220
S -0.9035 -3.4422 3.3032
C 0.2269 -1.9696 -1.7635
C 1.7680 -2.0198 -1.9325
C 2.1297 -2.4536 -3.3138
F 2.2320 -1.5125 -4.2794
C 2.3450 -3.7178 -3.6148
F 1.9972 -4.6629 -2.7731
F 2.8582 -4.1559 -4.7345
O 0.5886 0.0403 -0.3590
C 0.1438 1.1616 -1.0128
O 0.3431 0.9973 -2.4863
C 0.7248 2.1048 -3.1329
N 0.9496 3.0900 -3.6905
O 0.9678 2.1710 -0.6081
B 2.1590 1.6794 0.0153
O 3.2137 1.2779 -0.7849
O 2.3071 1.6328 1.3536
H -5.0976 4.6645 -2.4707
H -3.4466 4.9336 -2.9298
H -4.3176 3.4249 -3.4500
H -4.2185 2.5801 -0.8820
H -3.8488 4.2848 -0.5367
H -0.2237 4.9162 -1.4842
H -0.1431 4.1761 0.0832
H -2.2476 6.2032 -0.8559
H -2.3407 5.3260 0.6732
H -0.9383 6.3263 0.3868
H -3.5664 1.9607 1.1373
H -2.7341 3.3666 1.4721
H -0.8134 1.5786 2.7091
H -3.1128 0.4954 -0.5033
H -2.1150 -0.8522 -2.8137
H -2.2575 0.8629 -3.1327
H -4.6240 0.7901 -2.6396
H -5.7103 -1.4275 -2.0806
H -4.4805 -1.1975 -0.7877
H -4.1581 -2.2005 -2.1848
H -1.9721 -1.0709 0.6483
H -2.1476 -1.8269 -0.8888
H -0.4893 -2.8961 0.6291
H 1.2273 -2.5777 0.4678
H 1.1791 -0.7484 2.0682
H -0.5992 -0.9939 2.3150
H 1.4263 -3.2855 2.6492
H 0.9110 -2.1273 3.9784
H -0.7856 -4.6471 2.6986
H -0.1594 -2.9857 -1.6996
H -0.1540 -1.5193 -2.6877
H 2.2292 -1.0474 -1.7678
H 2.1396 -2.7866 -1.2532
H 3.3921 1.9222 -1.4792
H 3.1776 1.2774 1.5634
C 2.2118 -1.8896 -7.6664
O 2.5055 -3.0472 -8.4309
H 1.9408 -1.0914 -8.3594
H 1.3735 -2.0804 -6.9898
H 3.0859 -1.5794 -7.0871
H 2.7437 -3.7474 -7.8166
N 2.9536 1.3186 5.7098
C 3.4030 1.6062 4.4902
C 4.4806 2.4408 4.2406
C 5.1287 3.0135 5.3228
C 4.6757 2.7277 6.5999
C 3.5893 1.8762 6.7380
H 2.8601 1.1375 3.6786
H 4.8038 2.6382 3.2268
H 5.9743 3.6723 5.1727
H 5.1529 3.1539 7.4712
H 3.2032 1.6216 7.7185
Br -6.0281 2.4528 -1.4955
B 0.4419 -4.0991 8.1828
O 0.9016 -5.3397 8.7914
C 2.0340 -5.0864 9.4645
O 2.6655 -5.8855 10.0788
C 2.3573 -3.6044 9.2967
O 3.2895 -3.0237 9.7545
O 1.3996 -3.0582 8.5334
O 0.3347 -4.2456 6.6741
C -0.8718 -4.0201 6.3445
O -1.3077 -4.0536 5.1769
C -1.7191 -3.6941 7.5770
O -2.8841 -3.4385 7.5614
O -0.9286 -3.7485 8.6276
Mg 0.0192 0.5270 -4.5372
B -3.6072 2.5801 -5.9985
F -3.1534 1.8008 -7.0923
F -3.0127 2.0511 -4.8142
F -3.2089 3.9019 -6.1583
F -4.9962 2.4932 -5.8789
Al 0.5223 1.2961 -7.7749
O 0.5650 7.0310 -1.6165
S 0.0001 7.5497 -2.8810
O -1.1279 6.6797 -3.2682
O 1.0325 7.5404 -3.9186
O -0.4857 8.9177 -2.6802
O 2.0691 -4.0591 0.8335
H 2.1780 -4.8440 0.2731
C 3.6122 -7.8609 -1.7632
O 3.7809 -7.0086 -0.8448
O 2.7853 -7.3952 -2.7932
O 4.0620 -8.9965 -1.8540
H 2.6459 -6.5255 -2.3898
*
```



Number 1: strongest force on any atom 0.0586 hartree/bohr, E_tot -97120.096 eV. Number 2: strongest force on any atom 0.0700 hartree/bohr, E_tot -103260.789 eV. Number 3: strongest force on any atom 0.0417 hartree/bohr, E_tot -57685.838 eV. Number 4: strongest force on any atom 0.0569 hartree/bohr, E_tot -158339.960 eV. Number 5: strongest force on any atom 0.0647 hartree/bohr, E_tot -227779.310 eV.